Record 1
This record from the OMol25 dataset describes 3 unconnected molecules or ions with the total composition H6O3. The level of theory is wB97M-V/def2-TZVPD.

M: 54.05 g/mol
ΔE to the lowest compared entry with this formula, charge and spin: 104.7 kJ/mol
highest occupied orbital energy: -11.272 eV
orbital gap: 11.95 eV
energy: -229.285211 a.u.

The geometry in XYZ format:
```
9
Properties=species:S:1:pos:R:3:forces:R:3
O -0.336645 1.344630 -0.222026 2.4 2.3 -1.8
H -0.578044 1.306889 0.671522 -0.7 -0.2 2.1
H 0.343445 2.112861 -0.211185 -1.7 -2.0 -0.2
O -2.769359 -0.976799 -0.200126 -2.7 -0.8 -3.3
H -2.111763 -0.855226 0.402739 2.4 0.6 2.8
H -3.653874 -0.840169 0.143809 0.4 0.1 0.5
O 2.720994 -0.855688 -0.056618 -0.9 -1.9 -2.0
H 3.173690 -1.024042 -0.911871 -0.4 0.3 1.0
H 3.211552 -0.212458 0.383754 1.4 1.7 1.0
```
Positions in Å, forces in eV/Å.

Record 2
This record from the OMol25 dataset describes a molecular structure, C8H25O9Tl. The level of theory is wB97M-V/def2-TZVPD.

M: 469.66 g/mol
ΔE to the lowest compared entry with this formula, charge and spin: 0.0 kJ/mol
highest occupied orbital energy: -15.167 eV
orbital gap: 2.15 eV
energy: -1168.536862 a.u.
total charge: +2

The geometry in XYZ format:
```
43
Properties=species:S:1:pos:R:3:forces:R:3
Tl -1.235329 -2.608124 -2.967376 -0.5 0.6 -0.2
O -0.044650 -0.938109 -0.938717 0.8 1.1 0.1
H 0.127207 -0.857044 0.009444 -0.1 -0.4 -0.1
C -4.285338 -0.255376 -3.816087 -0.6 -0.2 0.2
C -3.520225 0.444807 -2.725142 1.3 -1.1 0.3
O -2.111792 0.296972 -3.060828 -0.1 -0.2 -0.5
O -3.833430 -1.615977 -3.899794 0.8 -0.3 0.0
H -4.158662 0.248294 -4.774996 0.1 -0.2 0.0
H -5.348314 -0.284940 -3.573443 0.0 0.3 0.0
H -3.601728 -0.140137 -1.797801 -0.7 0.4 0.1
H -3.794059 1.489639 -2.597924 -0.1 0.0 0.0
H -1.549335 0.719981 -2.401793 -0.4 0.1 -0.4
H -4.545711 -2.244362 -3.758038 -0.3 0.2 -0.1
C -1.051053 -0.387663 2.930000 -0.2 -0.5 0.0
C -1.540068 -0.753102 4.314900 0.2 -0.7 0.0
O -2.289997 -1.952151 4.288086 -0.1 0.3 -0.3
O -0.232928 -1.489089 2.445668 0.0 0.7 0.2
H -0.499961 0.559632 2.973426 0.0 -0.1 -0.2
H -1.942629 -0.326896 2.293256 0.1 0.3 0.0
H -2.166898 0.045374 4.706359 0.0 0.0 0.1
H -0.682214 -0.902682 4.990289 0.0 0.2 -0.1
H -1.957219 -2.497401 3.560699 0.1 -0.1 0.3
H -0.099519 -1.353721 1.503339 -0.2 -0.4 0.3
C 3.346947 0.012065 1.138544 -0.9 -0.6 0.0
C 3.917368 0.173279 2.610397 0.2 0.5 0.4
O 5.128280 0.834044 2.616231 -0.4 0.0 -0.7
O 4.142126 -0.811369 0.393786 0.4 0.2 -0.6
H 3.336125 1.020117 0.692276 0.1 0.1 0.2
H 2.332265 -0.390250 1.267131 0.1 0.1 0.0
H 3.980031 -0.845635 3.022340 0.0 -0.1 -0.3
H 3.201451 0.751083 3.193519 0.0 0.0 0.1
H 5.608295 0.612781 1.799217 0.4 -0.2 0.5
H 3.687671 -1.590828 0.048876 0.0 -0.1 0.2
C 0.811875 2.210248 -1.206789 -2.1 0.5 0.8
C 1.974386 1.452797 -1.935786 2.4 0.4 -1.0
O 2.077180 0.204598 -1.515324 0.0 -1.0 1.3
O -0.437902 1.602471 -1.387075 1.5 1.0 0.4
H 0.771144 3.233845 -1.583599 0.1 -0.2 -0.4
H 1.064124 2.231054 -0.137658 0.2 -0.2 -0.2
H 2.906370 1.947815 -1.637249 -0.2 0.6 0.1
H 1.921833 1.487064 -3.032333 -1.0 0.3 -0.1
H 1.147799 -0.244987 -1.336254 -0.9 -1.4 -0.6
H -0.553507 0.911887 -0.713794 -0.1 -0.3 -0.1
```
Positions in Å, forces in eV/Å.

Record 3
This record from the OMol25 dataset describes a molecular structure, C34H28AuBrN2O3Se2. The level of theory is wB97M-V/def2-TZVPD.

M: 947.40 g/mol
ΔE to the lowest compared entry with this formula, charge and spin: 117.2 kJ/mol
highest occupied orbital energy (spin up / spin down): -5.817 / -5.818 eV
orbital gap (spin up / spin down): 4.02 / 4.02 eV
energy: -9160.058427 a.u.

The geometry in XYZ format:
```
71
Properties=species:S:1:pos:R:3:forces:R:3
Au 0.171981 1.541346 -1.327936 0.3 -0.1 -0.1
Se 1.842128 4.271852 -0.026527 -0.2 0.0 0.1
Se 3.172482 3.965217 -1.871784 0.1 -0.2 -0.2
C 3.545461 2.065671 -1.775629 -0.1 -0.2 0.0
C 4.895188 1.731862 -1.794898 0.0 0.1 0.0
C 5.262279 0.398313 -1.724499 0.0 0.1 0.0
C 4.266432 -0.557790 -1.667401 0.1 -0.1 0.0
C 2.947418 -0.142712 -1.695777 -0.1 0.2 -0.1
N 2.577179 1.143736 -1.737286 0.4 0.2 0.0
C 0.205429 4.658124 -0.984802 0.1 -0.1 -0.4
C -0.433586 5.868569 -0.777755 0.0 -0.1 0.0
C -1.550804 6.158635 -1.548982 0.0 0.0 0.0
C -1.979360 5.238529 -2.487842 0.0 0.1 0.0
C -1.269225 4.059568 -2.637511 0.1 0.0 0.0
N -0.193476 3.772269 -1.901878 0.0 0.2 0.4
H 5.632275 2.519641 -1.853335 0.1 0.0 0.1
H 6.308476 0.120533 -1.701505 0.0 0.0 0.0
H 4.496403 -1.613315 -1.585689 0.0 0.1 0.0
H 2.142993 -0.865656 -1.674936 0.0 0.0 0.1
H -0.050865 6.560996 -0.043360 0.0 0.1 0.0
H -2.058592 7.107389 -1.431758 -0.1 0.0 0.1
H -2.858506 5.414546 -3.091095 0.0 0.0 0.0
H -1.570896 3.314463 -3.360169 0.0 0.0 0.1
C -1.726271 1.688981 3.131638 -0.1 0.1 0.0
C -1.484300 1.736440 1.638986 0.2 0.0 0.0
O -0.086267 1.905716 1.321836 -0.3 0.2 0.3
H -2.800844 1.641119 3.329842 0.1 0.0 0.0
H -1.320896 2.578518 3.620426 0.0 -0.1 0.0
H -1.268171 0.800583 3.568666 0.0 -0.1 0.1
H -1.990680 2.586153 1.182858 0.0 0.0 -0.1
H -1.862358 0.834164 1.155731 0.0 0.0 -0.1
H 0.415122 1.240076 1.807597 -0.1 -0.1 -0.1
Br -4.111705 -4.444055 -2.752828 0.1 0.1 0.0
C -2.848994 -3.052292 -2.665669 0.3 0.1 0.0
C -1.488018 -3.358794 -2.837152 -0.3 -0.3 0.2
C -0.558571 -2.369063 -2.782571 0.1 0.6 0.2
C -0.908495 -0.946491 -2.510893 -0.5 -0.4 -0.8
C -2.382957 -0.712356 -2.336702 0.4 0.0 -0.2
C -3.274221 -1.741701 -2.419625 -0.1 -0.2 0.2
C -2.918869 0.668070 -2.024814 0.0 0.8 0.5
O -4.129041 0.854546 -2.139581 0.2 -0.2 -0.1
O -2.088097 1.566242 -1.603689 -0.7 -0.6 -0.6
H -1.192757 -4.385487 -3.017534 0.0 0.1 0.0
H 0.494396 -2.598519 -2.912121 -0.1 0.0 0.0
H -0.523354 -0.300217 -3.306161 0.1 0.1 0.2
H -4.321865 -1.508429 -2.277537 0.0 0.0 0.0
C -0.242792 -0.568383 -1.177451 0.3 0.1 0.7
C -0.060884 -1.181673 -0.068150 0.1 -0.6 -0.2
C 0.128775 -1.799069 1.103591 -0.2 0.0 -0.2
C 1.491724 -2.245687 1.497947 -0.1 -0.1 0.0
C 2.573505 -1.374011 1.395629 0.0 0.0 0.0
C 3.847986 -1.766496 1.786194 0.0 0.0 -0.1
C 4.060198 -3.038212 2.293528 0.0 -0.1 0.0
C 2.992781 -3.924381 2.389500 -0.1 0.0 0.0
C 1.722980 -3.535116 1.990864 0.0 0.1 -0.1
C -1.040292 -2.078323 1.975574 0.0 0.2 0.2
C -0.893499 -2.365301 3.336920 0.0 0.1 0.0
C -2.000725 -2.613066 4.136731 0.0 0.0 0.0
C -3.279116 -2.576994 3.599498 0.0 0.0 0.0
C -3.442723 -2.287831 2.250078 0.0 0.0 -0.1
C -2.339168 -2.044677 1.449351 0.1 0.0 0.0
H 2.407355 -0.369303 1.023208 0.0 0.0 0.0
H 4.675131 -1.071654 1.699107 0.0 0.0 0.0
H 5.046501 -3.340541 2.623664 0.0 0.0 0.0
H 3.146359 -4.922098 2.784015 0.0 0.0 -0.1
H 0.897663 -4.234980 2.039966 0.0 0.0 0.1
H 0.094410 -2.376890 3.780193 0.0 0.0 0.0
H -1.863337 -2.833582 5.188300 0.0 0.0 0.0
H -4.140637 -2.772748 4.226805 0.0 0.0 0.0
H -4.434077 -2.263652 1.812579 0.0 0.0 0.0
H -2.471686 -1.830356 0.393981 0.0 0.0 0.0
```
Positions in Å, forces in eV/Å.

Record 4
This record from the OMol25 dataset describes a molecular structure, C20H34ClFGdN3O4. The level of theory is wB97M-V/def2-TZVPD.

M: 592.21 g/mol
2S+1: 8
<S²>: 16.031
ΔE to the lowest compared entry with this formula, charge and spin: 0.0 kJ/mol
highest occupied orbital energy (spin up / spin down): -8.014 / -7.996 eV
orbital gap (spin up / spin down): 8.40 / 6.09 eV
energy: -2573.571096 a.u.

The geometry in XYZ format:
```
64
Properties=species:S:1:pos:R:3:forces:R:3
O 0.664613 0.371987 -1.177509 -0.5 1.0 1.4
C 1.345416 -0.599888 -1.842501 -0.1 -1.0 -1.0
C 0.598487 -0.942949 -3.140507 0.3 -0.4 0.2
C -0.771871 -0.721127 -3.309471 0.2 0.0 0.0
H -1.370386 -0.302206 -2.493121 0.3 -0.2 -0.3
C -1.382531 -1.067207 -4.517954 0.3 0.0 0.1
H -2.446442 -0.857777 -4.634283 0.2 -0.2 -0.1
C -0.638812 -1.671964 -5.535212 -0.1 0.1 0.2
H -1.128724 -1.955487 -6.465174 0.2 0.1 0.1
C 0.724655 -1.919179 -5.346151 0.1 0.0 0.1
H 1.316276 -2.392924 -6.125905 -0.2 0.0 0.0
C 1.340477 -1.552442 -4.151771 -0.4 0.1 -0.1
H 2.398023 -1.735584 -3.943977 -0.3 0.0 -0.3
H 2.342845 -0.222200 -2.152760 -0.1 0.0 0.1
C 2.648938 -1.567745 0.132520 -0.3 -0.2 0.3
C 1.645099 -1.842283 -0.957009 -0.4 0.4 -0.4
H 3.124655 -2.495845 0.473865 0.0 0.3 -0.1
H 2.127728 -1.121969 1.001923 0.5 -0.3 -0.4
H 3.410161 -0.858635 -0.221027 -0.1 -0.2 0.1
C 0.956380 -2.977356 -1.099037 0.2 -0.1 0.0
C 1.084340 -4.224996 -0.276730 0.0 -0.2 0.0
H 0.196441 -3.052464 -1.877524 0.2 0.2 0.0
H 1.390913 -5.084049 -0.890468 0.1 0.2 0.0
H 0.093962 -4.477479 0.120676 0.3 0.0 0.0
H 1.771222 -4.124109 0.570822 -0.2 0.0 -0.2
Gd -0.700508 -0.030499 0.558201 0.7 -0.6 -0.7
Cl -0.266365 -2.431520 1.819863 0.4 -0.1 -0.2
C -2.037419 -0.664239 3.114066 -0.7 -0.6 -0.9
O -1.375739 0.333431 2.764750 -0.4 -0.3 0.7
N -2.647873 -0.780697 4.278499 -0.1 0.4 0.7
C -2.361462 0.251838 5.263936 -0.2 -0.2 0.1
C -3.692845 -1.771593 4.521773 0.4 -0.1 -0.1
H -2.135014 -1.566337 2.454905 -0.4 1.0 0.5
H -1.635239 0.914979 4.786089 -0.2 0.0 0.4
H -1.936679 -0.200877 6.167241 -0.1 0.1 -0.1
H -3.283806 0.789409 5.506830 0.2 0.0 0.1
H -3.875615 -2.318202 3.594368 0.0 0.1 0.1
H -4.615917 -1.279925 4.834413 0.1 0.1 -0.1
H -3.411979 -2.490909 5.295046 0.1 0.1 0.0
H -1.922102 3.587991 -3.457998 0.0 -0.2 0.0
H -3.801917 3.529414 -1.450484 0.2 -0.2 0.1
C -1.631324 2.646538 -2.973733 0.1 0.5 0.1
C -3.253125 2.655722 -1.066084 0.1 -0.3 -0.2
N -1.868663 2.723370 -1.533941 0.0 0.1 0.2
H -0.565985 2.452975 -3.144172 -0.3 0.0 -0.1
C -0.845535 2.818285 -0.671141 -0.1 -0.5 -0.7
O -0.908155 2.516503 0.527352 0.0 0.3 -0.1
H -3.257505 2.649911 0.028292 0.0 0.0 -0.3
H 0.103726 3.138365 -1.147705 -0.3 -0.2 0.2
H -2.224059 1.833087 -3.411444 0.3 0.1 0.2
H -3.724574 1.739554 -1.447212 0.1 0.2 0.2
H 3.352928 2.203501 3.941883 0.0 -0.2 -0.2
H 3.866553 4.136381 2.052856 -0.1 -0.1 0.0
C 3.582293 1.555389 3.081829 0.0 0.1 0.0
C 3.851993 3.318667 1.324627 -0.1 -0.2 -0.1
N 3.119838 2.165730 1.834353 0.3 0.1 0.2
H 3.075497 0.591536 3.198927 0.2 0.3 0.0
C 2.019626 1.706431 1.234600 -0.8 -0.7 0.3
O 1.292540 0.817289 1.725897 1.0 1.2 -0.5
H 3.364818 3.667018 0.410312 0.1 0.0 0.1
H 1.805518 2.151941 0.241172 0.0 -0.2 0.5
H 4.671760 1.419356 3.033829 -0.3 0.0 0.0
H 4.891905 3.061155 1.097555 -0.1 -0.1 0.0
F -2.461459 -0.445093 -0.531265 -0.1 0.2 0.1
```
Positions in Å, forces in eV/Å.

Record 5
This record from the OMol25 dataset describes 2 unconnected molecules or ions with the total composition C5H8O. The level of theory is wB97M-V/def2-TZVPD.

M: 84.12 g/mol
ΔE to the lowest compared entry with this formula, charge and spin: 285.2 kJ/mol
highest occupied orbital energy: -9.877 eV
orbital gap: 10.82 eV
energy: -270.449251 a.u.

The geometry in XYZ format:
```
14
Properties=species:S:1:pos:R:3:forces:R:3
C -1.241166 0.081945 1.207255 0.1 -0.1 -0.1
C -0.514742 -0.644153 0.376323 -0.1 0.1 0.1
C 0.663887 -1.490539 0.155614 0.2 -0.1 0.2
C -0.297754 -1.145180 -0.982913 -0.1 0.1 -0.2
H -0.974324 0.179577 2.257206 0.0 0.0 -0.2
H -2.143688 0.587447 0.871409 0.1 -0.1 0.0
H 1.648547 -1.025923 0.142038 -0.2 -0.1 0.0
H 0.655199 -2.506370 0.545329 0.0 0.2 -0.1
H 0.048723 -0.437442 -1.734153 -0.1 -0.1 0.1
H -0.946300 -1.933136 -1.359873 0.1 0.1 0.1
C 0.773833 2.082407 -0.363673 0.0 0.0 -0.3
O 0.658293 1.973374 -1.558267 0.1 0.1 0.5
H 0.151609 2.778037 0.230604 0.0 0.0 -0.1
H 1.517883 1.499955 0.213102 0.0 0.0 -0.1
```
Positions in Å, forces in eV/Å.